Computed, not measured: C4H4LaO5 as an isolated structure, with ωB97M-V/def2-TZVPD.

For the HOMO energy, the calculation gives -0.4652 hartree. Its total charge is +1.

```
14
Properties=species:S:1:pos:R:3:forces:R:3
O -3.150914 -0.463386 -0.063058 0.58 -0.95 -0.18
C -3.096963 0.854704 0.138865 -2.59 1.00 0.53
C -1.795453 -0.973682 -0.123671 -0.40 -0.08 -0.05
O -4.061669 1.537009 0.384239 1.37 -0.76 -0.30
O -1.853618 1.307157 0.042769 1.99 0.35 -0.06
C -0.989197 0.250481 -0.515248 0.64 0.09 -0.10
H -1.751878 -1.781433 -0.862598 -0.06 0.15 0.19
H -1.561835 -1.373853 0.874032 -0.03 0.03 -0.13
H -1.078326 0.372964 -1.609794 -0.03 -0.06 0.07
O 3.632584 -0.892140 0.835815 -1.25 -0.19 0.67
C 4.452421 -0.002436 0.478772 0.67 -0.94 -1.76
O 4.047221 1.020147 -0.139144 -0.32 0.91 0.06
H 5.527912 -0.266353 0.469413 -0.26 0.51 0.60
La 1.679713 0.410821 0.089607 -0.31 -0.06 0.46
```
Forces are in eV/Å.

Mulliken population analysis, charges in e, atoms 1 to 6: O -0.31; C 0.64; C -0.34; O -0.53; O -0.33; C -0.65



Computed, not measured: C4H4Li2O12 as an isolated structure, with ωB97M-V/def2-TZVPD.

For the HOMO energy, the calculation gives -0.0492 hartree. Its total charge is -2.

```
22
Properties=species:S:1:pos:R:3:forces:R:3
Li 2.183617 0.790404 0.780470 -1.62 -0.97 0.20
Li -0.389303 -0.363536 0.122200 -0.32 -0.43 -0.66
O -1.504923 0.662194 -3.349250 -0.10 0.84 -3.96
C -1.974653 -0.427086 -2.770350 -2.71 -0.65 2.15
O -2.858083 -1.180546 -3.255080 1.25 0.65 -1.28
O -1.647063 -0.438246 -1.571570 1.20 -1.10 2.91
H -0.997443 1.187904 -2.726600 0.38 0.15 0.28
O -0.864453 3.042394 -0.068270 -0.77 -0.19 1.64
C -0.159963 2.292794 -0.893090 3.01 -0.91 -2.61
O 0.585717 1.353824 -0.579130 0.76 -0.94 2.22
O -0.220053 2.698014 -2.084690 -0.62 0.27 -0.52
H -1.263033 3.396034 -0.866810 -1.48 1.82 0.05
O 2.531897 -3.386626 0.436090 1.19 -0.62 0.03
C 1.851027 -2.254296 0.407650 -4.75 2.62 0.41
O 2.463607 -1.170996 0.532580 3.11 1.32 -0.08
O 0.623417 -2.235116 0.370430 -0.99 -1.36 -0.59
H 3.315597 -2.869286 0.635490 1.80 -0.97 0.13
O -0.400153 -0.460256 4.006600 -0.11 -1.10 4.01
C -0.118103 -0.099886 2.817410 8.01 5.83 -1.90
O -0.937493 -0.362916 2.004270 -4.63 -1.75 -4.79
O 0.913117 0.599204 2.579590 1.00 -0.13 0.24
H -1.133273 -0.773966 3.472070 -3.61 -2.40 2.13
```
Forces are in eV/Å.

Mulliken population analysis, charges in e, atoms 1 to 6: Li 0.91; Li 1.01; O -0.55; C 0.58; O -0.80; O -0.87



Computed, not measured: C4H4LiLuO2 as an isolated structure, with ωB97M-V/def2-TZVPD.

For the HOMO energy, the calculation gives -0.5794 hartree. Its total charge is +2.

```
12
Properties=species:S:1:pos:R:3:forces:R:3
H -2.539024 0.539256 0.183577 3.94 -1.84 -0.51
C 1.248996 -0.568157 0.309012 -1.53 -0.86 1.32
C 0.378082 -1.725268 -0.152910 -0.10 -0.19 0.36
C -0.253525 -0.447546 0.241642 0.37 0.00 -0.61
C -1.144930 0.498006 0.084219 -5.51 -0.79 0.70
O -0.993101 1.796280 -0.000477 3.62 3.69 -0.99
O 2.017420 0.158532 -0.550203 0.44 4.06 -1.84
H 1.648401 -0.680472 1.327205 0.05 0.09 -0.50
H 0.294488 -2.583763 0.519128 0.20 0.25 -0.23
H 0.378703 -1.964739 -1.220465 -0.12 0.11 0.34
Lu 1.417652 2.060668 -0.970969 -1.28 -4.30 1.83
Li -2.453165 2.917200 0.230236 -0.09 -0.21 0.15
```
Forces are in eV/Å.

Mulliken population analysis, charges in e, atoms 1 to 6: H -0.05; C 0.02; C -0.51; C -0.38; C 0.71; O -0.72



Computed, not measured: C4H4LiO5Zn as an isolated structure, with ωB97M-V/def2-TZVPD.

For the HOMO energy (alpha / beta), the calculation gives -0.4537 / -0.4617 hartree. Its total charge is +1.

```
15
Properties=species:S:1:pos:R:3:forces:R:3
O 2.171218 0.241096 2.230873 0.05 0.32 -3.19
C 1.581472 0.345735 1.097639 0.89 -1.08 7.00
O 2.083469 0.815899 0.082701 1.08 0.63 -3.96
O 0.343036 -0.181058 1.174518 -1.86 -0.23 -0.95
C -0.867542 0.547474 0.889967 2.15 0.51 -0.19
C -1.689967 -0.189304 -0.141431 -2.08 -1.10 -0.46
H -0.612925 1.552029 0.532052 -0.06 -0.09 -0.03
H -1.401994 0.660734 1.840321 0.02 -0.22 -0.34
H -2.117218 0.312449 -1.019230 1.10 0.31 -0.04
H -2.629217 -0.431035 0.377804 0.40 -0.81 -0.23
O -1.108070 -1.527101 -0.606773 -0.78 -1.19 -1.40
O -0.258765 -0.957464 -2.574748 -2.38 -3.52 -0.52
C -0.853385 -1.829842 -1.883015 1.18 4.87 2.83
Li 4.165373 0.472420 0.403721 -1.20 0.24 0.62
Zn 1.194514 0.167968 -2.404399 1.49 1.36 0.86
```
Forces are in eV/Å.

Mulliken population analysis, charges in e, atoms 1 to 6: O -0.69; C 0.80; O -0.78; O -0.30; C -0.37; C -0.41



Ordered max |F| results: 0.05497; 0.19621; 0.10901; 0.13877; unit Eh/bohr.